(1)
12
Properties=species:S:1:pos:R:3:forces:R:3:mulliken_charge:R:1 method="wB97M-V/def2-TZVPD" e_above_lowest_kcal_mol=41.8 e_lumo_ev=0.329 homo_energy_ev=-10.327 e_tot_ha=-269.27955 max_force_ev_per_a=0.522
C -1.821799 0.370558 -0.004879 -0.057 0.077 -0.014 -1.089
C -0.936566 -0.885024 0.029213 0.025 -0.025 0.016 -0.478
C 0.480170 -0.511329 0.047387 0.458 0.221 0.117 0.304
C 1.599554 -0.072007 0.172723 -0.508 -0.112 -0.039 0.267
C 2.902423 0.540550 0.360293 0.037 0.234 0.150 -0.347
O 3.076672 1.507539 1.068157 -0.049 -0.415 -0.294 -0.426
H -2.843058 0.142568 0.313400 0.143 -0.021 -0.095 0.319
H -1.412651 1.134031 0.659929 -0.103 -0.082 -0.021 0.339
H -1.858512 0.790530 -1.012498 0.020 -0.026 0.102 0.298
H -1.160317 -1.541931 -0.818862 0.086 0.075 0.149 0.287
H -1.137453 -1.458062 0.942352 0.051 0.045 -0.132 0.260
H 3.741139 0.077001 -0.190282 -0.103 0.029 0.061 0.267


(2)
27
Properties=species:S:1:pos:R:3:forces:R:3:mulliken_charge:R:1 method="wB97M-V/def2-TZVPD" charge=+1 e_lumo_ev=-5.511 homo_energy_ev=-11.869 e_tot_ha=-1977.13104 max_force_ev_per_a=3.418
C -2.681573 2.762786 -0.594577 -0.391 0.071 -0.204 -1.107
C -1.229910 2.413335 -0.252161 0.156 0.417 0.104 -0.718
In -0.808675 0.343978 -0.361446 0.001 -0.210 0.039 1.130
C -0.643205 -0.612400 1.822807 0.083 -0.441 -0.344 -0.874
C -1.865830 -1.389586 2.118972 -0.424 -0.382 0.059 0.185
N -2.304432 -2.409242 1.461861 0.490 0.431 -0.014 -0.651
C 1.182536 -0.251640 -1.305903 0.391 -0.447 0.113 -1.572
C 2.364425 -0.628476 -0.425246 -0.029 0.121 -0.211 0.482
C 3.602097 -1.249320 -1.082699 -0.320 0.031 -0.274 -1.026
I 2.906941 0.850381 1.014593 -0.095 0.233 -0.018 0.207
H -3.424144 2.020251 -0.281151 0.240 -0.019 0.117 0.292
H -2.819306 2.857385 -1.676174 0.069 0.021 0.103 0.303
H -3.002859 3.706393 -0.143158 0.169 -0.012 -0.097 0.313
H -0.959375 2.769952 0.746457 -0.053 -0.075 -0.066 0.363
H -0.529793 2.904989 -0.938009 -0.184 0.059 0.111 0.353
H -1.957908 -0.756726 -1.072791 0.018 -0.388 0.013 -0.287
H 0.152637 -1.364040 1.917646 0.188 0.952 1.538 0.034
H -0.347756 0.122927 2.569938 -0.244 0.090 -0.155 0.508
H -2.470624 -1.114036 2.988597 0.178 -0.043 -0.017 0.415
H -1.864497 -2.461153 0.523726 -0.223 -0.003 0.040 0.122
H 1.081320 -1.071678 -2.044758 -0.028 0.229 -0.073 0.455
H 1.407962 0.655035 -1.875593 -0.031 -0.137 -0.025 0.445
H 1.903040 -1.361434 0.233656 2.671 1.206 0.413 -0.326
H 4.502509 -1.225013 -0.469994 -0.150 0.002 0.044 0.414
H 3.399618 -2.296280 -1.357615 0.038 0.141 -0.067 0.301
H 3.785225 -0.707202 -2.012875 0.125 -0.056 0.087 0.304
Yb 0.621576 -2.509184 0.495897 -2.645 -1.791 -1.215 0.933